(1)
This record from the OMol25 dataset describes C25H35MoN6O2 as an isolated structure. The level of theory is the ωB97M-V functional and the def2-TZVPD basis.

As for the spin multiplicity: 3. The value obtained for the frontier orbital gap (alpha / beta) is 5.21 / 4.45 eV. As for the expectation value of S²: 2.01. The value obtained for the energy above the lowest of the compared OMol25 structures with the same formula, charge and spin is 118.6 kJ/mol. As for the charge: -1. Its LUMO energy (alpha / beta) is 0.1044 / 0.1042 Ha. The calculation puts the energy at -41382.724 eV.

```
69
Properties=species:S:1:pos:R:3:forces:R:3:lowdin_charge:R:1
Mo -0.010621 0.314323 -0.447137 -0.337 0.281 0.621 1.246
N -2.253732 0.885786 0.372352 0.167 -0.170 -0.245 -0.065
C -3.122708 0.046524 1.196011 0.039 0.006 0.038 -0.242
C -2.516919 -0.238943 2.574047 0.008 0.006 -0.001 -0.197
N -1.174928 -0.760199 2.537573 -0.039 0.007 -0.020 -0.183
C -0.214499 -0.069710 3.363295 0.022 -0.009 0.048 -0.204
C 0.184905 1.282559 2.791153 0.000 -0.003 -0.020 -0.238
N 0.889438 1.121874 1.518780 0.069 0.069 -0.023 -0.072
C -1.050116 -2.195757 2.469573 -0.008 -0.016 0.008 -0.203
C -1.467078 -2.770376 1.117293 -0.075 0.068 0.001 -0.253
N -0.840599 -2.026249 0.030492 0.727 -0.022 -0.100 -0.043
H -2.568839 1.842720 0.314376 0.109 0.031 0.070 0.072
H -2.205855 0.541493 -0.587640 -0.385 0.087 -0.225 0.037
H -3.303096 -0.888416 0.669545 0.033 0.009 -0.003 0.087
H -4.100272 0.519135 1.350787 -0.017 -0.022 -0.015 0.106
H -3.193294 -0.926026 3.114996 -0.008 0.004 0.006 0.115
H -2.511902 0.696846 3.141583 0.005 0.007 -0.007 0.110
H 0.681739 -0.690526 3.417353 -0.010 0.013 0.005 0.108
H -0.577844 0.082582 4.397510 -0.011 -0.001 -0.015 0.116
H 0.800862 1.800900 3.537602 -0.009 0.002 -0.007 0.108
H -0.700344 1.896350 2.609132 -0.004 0.012 0.013 0.097
H 1.673039 0.477142 1.624210 -0.074 -0.056 -0.021 0.063
H 1.253073 2.010983 1.191977 -0.002 0.007 0.010 0.086
H -1.638916 -2.702021 3.259441 -0.003 0.000 -0.005 0.114
H 0.002018 -2.438335 2.612471 -0.016 0.011 0.006 0.095
H -2.556606 -2.740319 1.006343 0.020 -0.002 -0.011 0.088
H -1.185911 -3.832322 1.118522 -0.013 -0.001 0.006 0.108
H -0.971718 -2.481492 -0.865289 -0.067 0.059 -0.018 0.080
H 0.181896 -2.005974 0.194286 -0.197 -0.154 0.042 0.040
C 3.775368 -2.538884 2.031118 -0.003 -0.003 -0.029 -0.054
C 2.956067 -1.685916 1.066072 0.222 0.122 0.049 -0.517
O 1.714104 -1.644515 1.312844 -0.040 -0.066 -0.028 -0.139
C 3.664541 -1.011729 0.079512 -0.019 -0.087 0.018 -0.057
C 3.225635 -0.133638 -0.976099 -0.022 -0.012 -0.121 -0.327
C 4.328868 0.420659 -1.855152 -0.006 -0.029 -0.008 -0.051
N 2.002307 0.210177 -1.218227 0.071 -0.092 0.110 -0.068
N 1.830520 1.170727 -2.277229 0.016 -0.059 -0.009 0.005
C 0.443548 0.918686 -2.862715 -0.114 0.000 -0.021 -0.548
O -0.241560 -0.186402 -2.471140 -0.136 0.019 -0.007 -0.299
C 0.324487 1.293074 -4.301715 0.003 -0.018 0.008 -0.120
C -0.774727 0.835152 -5.024651 0.017 -0.016 -0.001 -0.031
C -0.951312 1.197656 -6.352546 -0.001 0.005 -0.013 -0.108
C -0.030567 2.025018 -6.981114 -0.008 -0.004 -0.014 -0.127
C 1.069826 2.482532 -6.267183 0.005 0.010 -0.002 -0.101
C 1.246713 2.121394 -4.940181 -0.001 0.012 0.015 -0.026
H 3.300956 -3.517460 2.122108 0.010 -0.022 -0.001 0.068
H 3.757715 -2.076079 3.021796 -0.025 -0.005 -0.004 0.069
H 4.812780 -2.663918 1.721366 0.000 0.000 0.001 0.058
H 4.733060 -1.182951 0.087815 -0.004 -0.011 -0.008 0.066
H 5.302529 0.080186 -1.505989 -0.001 -0.001 0.001 0.058
H 4.301900 1.510111 -1.861632 0.003 0.003 0.005 0.061
H 4.184812 0.103982 -2.888296 -0.003 0.014 -0.004 0.077
H -1.472654 0.178582 -4.522023 0.001 0.003 0.007 0.102
H -1.811256 0.830322 -6.901516 0.000 -0.001 0.000 0.089
H -0.167130 2.309313 -8.017996 0.000 0.001 0.001 0.085
H 1.797515 3.125897 -6.748716 -0.002 0.000 0.001 0.091
H 2.106255 2.467732 -4.382892 0.002 0.000 -0.009 0.100
C 0.627354 1.923681 -1.776651 0.106 -0.010 -0.107 -0.301
C 0.610140 3.373033 -1.970241 0.003 0.009 0.030 -0.216
C 1.780328 4.130232 -2.087382 0.000 -0.009 0.030 -0.057
C 1.734524 5.510377 -2.223283 0.003 0.012 -0.001 -0.113
C 0.517675 6.177716 -2.259302 -0.001 0.015 -0.002 -0.135
C -0.656409 5.437828 -2.155168 -0.003 0.012 -0.002 -0.116
C -0.609290 4.062903 -2.006155 0.001 -0.013 -0.015 -0.052
H 2.729731 3.607448 -2.076346 0.003 -0.003 -0.003 0.095
H 2.659334 6.070666 -2.309725 0.000 0.000 -0.001 0.089
H 0.482073 7.254659 -2.371103 0.000 -0.001 0.000 0.082
H -1.616349 5.941568 -2.190138 0.001 0.000 -0.002 0.088
H -1.525186 3.488227 -1.916755 0.000 0.000 -0.001 0.101
```
Positions in Å, forces in eV/Å.

---

(2)
This record from the OMol25 dataset describes an isolated ion of composition C4H10O4P and charge +1. The level of theory is the ωB97M-V functional and the def2-TZVPD basis.

The value obtained for the frontier orbital gap is 9.33 eV. The value obtained for the energy above the lowest of the compared OMol25 structures with the same formula, charge and spin is 457.3 kJ/mol. As for the charge: +1. Its LUMO energy is -0.1507 Ha. The calculation puts the energy at -21778.274 eV.

```
19
Properties=species:S:1:pos:R:3:forces:R:3:lowdin_charge:R:1
C -2.613148 1.347451 -1.394163 -0.416 1.238 0.291 -0.113
C -0.628791 -0.149619 1.481875 2.415 -1.117 1.098 -0.469
C 1.176101 -1.575070 -0.231726 -1.024 -2.221 -0.762 -0.427
C -0.161465 0.875817 -1.014761 -0.420 -2.435 1.324 -0.247
O -3.492879 1.615195 -2.119626 1.538 -0.818 1.301 0.236
O -1.496236 0.937575 1.533104 -1.646 0.008 1.140 -0.145
O 2.180450 -0.590311 -0.203236 -0.903 0.193 0.717 -0.102
O -1.187070 1.289170 -1.907183 -0.904 0.858 -2.538 -0.028
P -0.608043 -0.879252 -0.231728 0.709 0.773 -0.335 1.072
H -2.274216 1.282292 -0.313703 -1.792 -0.224 -0.411 0.144
H -0.810392 -0.932131 2.290596 0.048 0.921 -1.142 0.127
H 0.428136 0.241886 1.682032 -1.157 -0.489 0.072 0.101
H 1.159041 -2.336580 0.597879 0.296 1.046 0.032 0.097
H 1.315309 -2.346156 -1.085670 -0.116 1.897 0.770 0.121
H 0.651764 0.619635 -1.598509 1.825 -0.110 -1.250 0.076
H 0.076884 1.634974 -0.303306 -0.064 0.665 0.283 0.110
H -2.080776 0.792768 2.318959 0.556 0.545 -1.037 0.140
H 1.842117 0.055884 0.457100 1.005 -0.460 -0.452 0.073
H -1.018443 1.497002 -2.866165 0.049 -0.270 0.900 0.233
```
Positions in Å, forces in eV/Å.

---

(3)
This record from the OMol25 dataset describes C12H12BF9N5O10OsS5 as an isolated structure. The level of theory is the ωB97M-V functional and the def2-TZVPD basis.

As for the spin multiplicity: 5. The value obtained for the frontier orbital gap (alpha / beta) is 7.16 / 7.30 eV. As for the expectation value of S²: 6.02. The value obtained for the energy above the lowest of the compared OMol25 structures with the same formula, charge and spin is 0.0 kJ/mol. As for the charge: -1. Its LUMO energy (alpha / beta) is 0.0569 / 0.0206 Ha. The calculation puts the energy at -122345.338 eV.

```
55
Properties=species:S:1:pos:R:3:forces:R:3:lowdin_charge:R:1
Os -0.099623 0.103147 -0.124225 -0.497 0.116 -0.132 1.399
C 1.440033 -0.901038 -4.032102 -0.038 0.116 0.060 -0.028
N 0.128251 -0.270997 -4.002934 0.065 0.057 0.031 -0.102
C -0.344700 0.669148 -4.878815 -0.028 0.008 -0.039 -0.030
C -1.618740 0.940035 -4.505234 -0.006 -0.020 -0.017 -0.045
N -1.924582 0.172733 -3.407526 0.073 0.077 0.066 0.004
B -3.410283 0.044326 -2.906918 -0.017 0.002 -0.025 -0.408
N -3.628079 -0.024456 -1.346688 0.046 0.005 -0.010 0.000
C -4.641960 -0.788876 -0.824563 -0.013 -0.051 0.010 -0.047
C -4.768009 -0.494308 0.492783 -0.002 -0.024 -0.024 -0.041
N -3.817669 0.450617 0.775110 -0.098 0.120 -0.030 -0.112
C -3.557315 1.049936 2.075654 0.024 -0.002 -0.010 -0.017
C -3.131292 0.717079 -0.351406 -0.036 -0.009 0.052 -0.685
S -1.796732 1.811330 -0.453191 0.277 -0.056 0.051 0.774
C -0.831348 -0.533774 -3.103606 -0.115 -0.040 0.071 -0.673
S -0.623664 -1.586042 -1.740674 0.067 -0.216 -0.022 0.756
H 2.017915 -0.435003 -4.822148 0.015 0.020 -0.033 0.094
H 1.322839 -1.968597 -4.214938 0.034 0.020 -0.001 0.092
H 1.948483 -0.730919 -3.089098 0.009 0.027 0.057 0.075
H 0.281924 1.094642 -5.639983 -0.005 0.005 -0.014 0.130
H -2.334612 1.627239 -4.915536 0.005 0.008 0.004 0.122
H -3.986083 1.016581 -3.329959 0.008 0.003 0.000 0.077
H -3.873336 -0.985027 -3.337926 0.002 -0.005 -0.002 0.075
H -5.187715 -1.479086 -1.441001 -0.004 0.001 0.002 0.118
H -5.420254 -0.888636 1.250471 0.000 0.001 -0.009 0.125
H -4.146914 0.516902 2.816020 -0.004 0.009 -0.002 0.093
H -3.839133 2.101582 2.062232 0.010 0.002 -0.006 0.097
H -2.503833 0.953949 2.325615 -0.022 -0.024 -0.001 0.055
F 0.905186 -2.129034 4.223966 -0.004 0.022 -0.035 0.142
C 1.560610 -0.972560 4.327972 -0.004 -0.103 0.015 -0.678
F 1.512161 -0.570871 5.596628 -0.024 0.023 -0.014 0.142
F 2.829829 -1.168283 3.986909 -0.012 0.045 -0.012 0.150
S 0.758042 0.265608 3.225996 -0.089 -0.368 0.074 0.621
O 1.061810 -0.286140 1.891545 0.103 0.186 -0.184 -0.409
O -0.627292 0.268896 3.593853 0.040 0.003 0.072 -0.262
N 1.563157 1.532744 3.622824 -0.146 0.034 -0.062 -0.287
S 1.817246 2.614679 2.480890 0.334 0.136 0.075 0.609
O 0.893680 2.436220 1.397146 -0.034 0.167 -0.206 -0.351
O 2.023349 3.907125 3.046961 -0.070 -0.089 0.107 -0.258
C 3.520552 2.103532 1.890986 -0.089 0.143 -0.057 -0.665
F 4.231377 3.179984 1.568651 -0.038 -0.059 -0.029 0.143
F 3.442772 1.298285 0.846257 -0.035 -0.126 -0.153 0.145
F 4.163552 1.453068 2.869895 0.056 0.117 0.006 0.120
F -1.809311 -3.420120 3.278807 0.037 -0.010 0.033 0.163
C -2.336715 -2.797232 2.222959 0.022 0.015 -0.026 -0.533
F -3.211849 -1.890437 2.680791 0.025 -0.019 0.060 0.141
F -3.038412 -3.706448 1.522926 -0.017 0.006 -0.017 0.148
C -1.229233 -2.191522 1.322292 -0.075 -0.005 -0.077 -0.579
O -0.353774 -2.923939 0.928888 0.044 0.006 0.070 0.068
O -1.415637 -0.944723 1.050879 0.076 0.022 -0.013 -0.270
O 2.172909 1.926559 -3.231777 -0.053 -0.152 0.018 -0.322
S 1.432600 2.464425 -2.114356 -0.109 -0.228 -0.402 0.376
O 0.111915 2.944706 -2.426500 -0.021 0.027 0.023 -0.361
O 1.059007 0.974398 -1.270351 0.268 0.120 0.395 -0.602
O 2.195956 3.225743 -1.178634 0.067 -0.064 0.312 -0.287
```
Positions in Å, forces in eV/Å.